[1]
{"formula": "C19H27F3N5O6Ti", "method": "ωB97M-V/def2-TZVPD", "lumo_ha": [0.0036, 0.0040], "spin_multiplicity": 2, "orbital_gap_ev": [7.6, 9.3], "homo_energy_ha": [-0.2763, -0.3389], "species": ["Ti", "C", "C", "N", "C", "C", "N", "C", "C", "N", "H", "H", "H", "H", "H", "H", "H", "H", "H", "H", "H", "H", "H", "H", "H", "O", "C", "O", "C", "C", "C", "C", "C", "N", "C", "O", "O", "H", "H", "H", "F", "C", "F", "F", "O", "C", "O", "C", "N", "C", "C", "C", "H", "H", "H", "H", "H", "H", "H", "H", "H"], "xyz": [[11.7556, 6.5578, 9.5967], [11.9369, 7.5606, 12.7891], [11.3050, 6.1698, 12.7318], [10.7032, 5.8473, 11.4366], [9.3579, 6.3888, 11.2105], [9.3751, 7.8946, 10.9156], [10.4925, 8.3493, 10.0431], [11.2268, 9.5451, 10.5237], [12.5943, 9.2716, 11.2167], [12.6891, 7.8548, 11.5717], [11.1553, 8.3143, 12.8830], [12.5309, 7.6158, 13.7018], [12.1021, 5.4413, 12.8830], [10.5865, 6.0634, 13.5578], [10.6690, 4.8403, 11.3106], [8.9247, 5.8623, 10.3609], [8.7042, 6.2211, 12.0783], [8.4196, 8.1455, 10.4540], [9.4348, 8.4293, 11.8547], [10.1570, 8.5069, 9.0922], [11.4304, 10.1805, 9.6624], [10.5855, 10.1051, 11.1989], [13.3879, 9.4873, 10.5220], [12.7063, 9.9099, 12.1041], [13.6583, 7.5686, 11.6284], [14.9474, 8.4289, 7.6656], [13.9878, 7.7549, 7.9441], [13.2004, 7.9558, 8.9534], [13.5501, 6.5280, 7.0890], [14.1663, 6.0097, 5.9637], [13.5858, 4.8715, 5.4161], [12.4438, 4.2610, 5.9120], [11.8795, 4.8509, 7.0415], [12.4521, 5.9320, 7.5823], [10.6360, 4.4500, 7.7792], [9.8183, 3.6867, 7.2858], [10.4546, 5.0468, 8.9305], [15.0619, 6.4648, 5.5525], [14.0532, 4.4596, 4.5330], [11.9993, 3.4092, 5.4271], [14.3854, 4.8158, 9.2544], [13.2982, 5.0602, 10.0824], [12.6939, 3.7814, 10.1792], [13.8609, 5.2500, 11.3506], [9.5016, 8.8401, 5.8673], [9.3161, 7.8715, 6.5884], [9.9017, 7.4872, 7.6349], [8.0858, 6.9674, 6.2443], [8.0841, 5.8239, 7.2099], [6.7862, 5.7122, 7.9167], [5.8413, 6.5042, 7.0240], [6.7406, 7.6511, 6.4960], [8.1853, 6.6021, 5.2218], [8.8904, 6.0938, 7.8363], [8.3576, 4.9271, 6.8260], [6.8746, 6.2060, 8.8860], [6.5126, 4.6707, 8.0588], [4.9724, 6.8855, 7.5479], [5.4938, 5.8835, 6.1947], [6.8303, 8.4045, 7.2865], [6.3474, 8.1520, 5.6146]]}



[2]
{"formula": "C19H27INO2SbV", "method": "ωB97M-V/def2-TZVPD", "lumo_ha": [0.0022, 0.0022], "spin_multiplicity": 4, "orbital_gap_ev": [7.2, 8.0], "homo_energy_ha": [-0.2623, -0.2903], "species": ["V", "I", "C", "C", "C", "C", "C", "C", "C", "C", "C", "C", "H", "H", "H", "H", "H", "H", "O", "N", "O", "C", "C", "C", "Sb", "C", "C", "C", "C", "C", "C", "H", "H", "H", "H", "H", "H", "H", "H", "H", "H", "H", "H", "H", "H", "H", "H", "H", "H", "H", "H", "H"], "xyz": [[-0.8837, -2.2573, -0.4802], [1.8132, -3.1063, -0.5286], [1.9716, -2.5624, 1.4788], [3.2261, -2.5481, 2.0039], [3.3797, -2.2552, 3.3833], [2.2765, -2.0233, 4.1444], [0.9699, -2.0435, 3.5861], [-0.1676, -1.8173, 4.4067], [-1.4079, -1.8438, 3.8541], [-1.5759, -2.0627, 2.4596], [-0.5342, -2.2738, 1.5769], [0.7718, -2.2940, 2.2053], [4.0912, -2.7690, 1.3925], [4.3702, -2.2355, 3.8193], [2.3788, -1.8187, 5.2039], [-0.0269, -1.6347, 5.4660], [-2.2790, -1.6828, 4.4794], [-2.5938, -2.0363, 2.0808], [-1.8004, -4.0291, -0.8745], [-2.9482, -3.5259, -0.8996], [-2.9236, -2.3008, -0.5827], [-1.7805, 2.0495, 1.0371], [-0.3851, 2.0517, 0.4029], [-0.0033, 3.4217, -0.1500], [-0.3048, 0.4128, -0.9392], [1.4686, 0.7354, -2.0640], [1.4589, 1.7987, -3.1595], [2.6112, 0.9524, -1.0653], [-1.8909, 0.7527, -2.3472], [-2.2006, 2.1689, -2.8232], [-1.6443, -0.2027, -3.5171], [-1.8396, 2.7959, 1.8353], [-2.0431, 1.0829, 1.4722], [-2.5546, 2.3025, 0.3062], [0.3390, 1.7712, 1.1725], [-0.6342, 3.7278, -0.9840], [1.0310, 3.4709, -0.4863], [-0.1210, 4.1753, 0.6365], [1.6174, -0.2410, -2.5331], [1.2559, 2.7985, -2.7762], [0.7241, 1.5982, -3.9371], [2.4375, 1.8379, -3.6511], [2.5420, 1.9300, -0.5799], [3.5812, 0.9210, -1.5728], [2.6347, 0.1956, -0.2764], [-2.7588, 0.3798, -1.7971], [-1.3546, 2.6422, -3.3191], [-2.5071, 2.8221, -2.0068], [-3.0265, 2.1488, -3.5428], [-0.7674, 0.0823, -4.1040], [-2.5009, -0.2190, -4.1978], [-1.4919, -1.2437, -3.2081]]}



[3]
{"formula": "C19H27N2O", "method": "ωB97M-V/def2-TZVPD", "total_charge": 1, "lumo_ha": -0.0748, "spin_multiplicity": 1, "de_lowest_kj_mol": 0.0, "orbital_gap_ev": 9.5, "homo_energy_ha": -0.4244, "species": ["C", "N", "C", "C", "C", "N", "C", "C", "C", "O", "C", "C", "C", "C", "C", "C", "C", "C", "C", "C", "C", "C", "H", "H", "H", "H", "H", "H", "H", "H", "H", "H", "H", "H", "H", "H", "H", "H", "H", "H", "H", "H", "H", "H", "H", "H", "H", "H", "H"], "xyz": [[4.2792, 2.0021, -0.9692], [4.1146, 0.6394, -0.4834], [5.3659, 0.1158, 0.0495], [3.5099, -0.2591, -1.4662], [2.6071, -1.2361, -0.6872], [1.9892, -0.4280, 0.3764], [1.6478, -1.1008, 1.6418], [0.9682, -0.0968, 2.5673], [-0.3942, 0.3408, 2.0335], [-0.2202, 0.9652, 0.7623], [-1.4078, 1.4801, 0.2194], [-1.6018, 2.8513, 0.2436], [-2.7636, 3.3911, -0.2795], [-3.7364, 2.5568, -0.8040], [-3.5415, 1.1880, -0.8214], [-2.3706, 0.6273, -0.3224], [-2.1594, -0.8323, -0.3706], [-1.0566, -1.3605, -1.0352], [-0.8561, -2.7294, -1.0783], [-1.7486, -3.5828, -0.4511], [-2.8533, -3.0641, 0.2046], [-3.0620, -1.6973, 0.2411], [4.9840, 2.0663, -1.8041], [3.3159, 2.3950, -1.2902], [4.6525, 2.6219, -0.1563], [5.6916, 0.7438, 0.8764], [5.2177, -0.8964, 0.4202], [6.1591, 0.0981, -0.7050], [4.2499, -0.8078, -2.0564], [2.8982, 0.3290, -2.1526], [3.2044, -2.0232, -0.2236], [1.8620, -1.6985, -1.3315], [2.7644, 0.3143, 0.4859], [1.1184, 0.0680, 0.0840], [2.5577, -1.4939, 2.1000], [0.9708, -1.9323, 1.4273], [0.8203, -0.5494, 3.5465], [1.6076, 0.7789, 2.6914], [-0.8558, 1.0512, 2.7286], [-1.0596, -0.5265, 1.9332], [-0.8394, 3.4827, 0.6739], [-2.9112, 4.4593, -0.2659], [-4.6487, 2.9733, -1.2013], [-4.2929, 0.5352, -1.2396], [-0.3883, -0.6882, -1.5583], [-0.0144, -3.1409, -1.6182], [-1.5908, -4.6495, -0.4863], [-3.5581, -3.7273, 0.6817], [-3.9230, -1.2902, 0.7503]]}



[4]
{"formula": "C19H27N2Pt", "method": "ωB97M-V/def2-TZVPD", "total_charge": 1, "lumo_ha": [-0.0783, -0.1621], "spin_multiplicity": 5, "de_lowest_kj_mol": 0.0, "orbital_gap_ev": [6.9, 7.4], "homo_energy_ha": [-0.3319, -0.4354], "species": ["C", "C", "C", "C", "H", "H", "H", "H", "H", "H", "H", "H", "H", "C", "C", "C", "H", "C", "C", "H", "H", "H", "H", "C", "C", "C", "H", "C", "C", "H", "H", "H", "H", "Pt", "C", "C", "C", "C", "N", "N", "C", "H", "H", "H", "H", "H", "H", "H", "H"], "xyz": [[-0.2789, 0.7073, -4.6973], [0.3039, 2.0453, -4.5881], [0.5512, -0.4070, -5.1476], [-1.7320, 0.5480, -4.6393], [0.5987, -0.4314, -6.2543], [0.1510, -1.3829, -4.8259], [1.5901, -0.3253, -4.7870], [0.2869, 2.5580, -5.5697], [1.3564, 2.0165, -4.2632], [-0.2561, 2.6852, -3.8869], [-2.1801, 0.7254, -5.6369], [-2.2005, 1.2697, -3.9510], [-2.0305, -0.4670, -4.3314], [2.2943, -0.1653, 1.1528], [2.3961, -0.9415, -0.0888], [2.2336, -0.0074, -1.1866], [2.7720, -1.9570, -0.1194], [2.0372, 1.3099, -0.6598], [2.0544, 1.2369, 0.7622], [2.0975, 2.1005, 1.4145], [2.5986, -0.5378, 2.1171], [2.4522, -0.2397, -2.2153], [2.0077, 2.2400, -1.2125], [-1.9521, -1.0189, 0.5385], [-0.9495, -2.0233, 0.9632], [-0.2519, -2.4490, -0.2546], [-0.8428, -2.4732, 1.9334], [-0.8688, -1.7476, -1.3643], [-1.9205, -0.9108, -0.8777], [-2.6593, -0.3556, -1.4408], [-2.7334, -0.6313, 1.1564], [0.4418, -3.2745, -0.2653], [-0.7071, -1.9878, -2.4009], [0.2683, -0.4023, 0.4354], [1.2595, 1.3892, 5.6193], [0.3937, 0.8117, 4.5587], [-0.8368, 0.2209, 4.7244], [-1.2421, -0.2139, 3.4483], [-0.2921, 0.1458, 2.5300], [0.6827, 0.7516, 3.2649], [-2.5632, -0.8981, 3.4100], [0.6750, 2.1659, 6.1249], [1.4610, 0.5942, 6.3468], [2.1892, 1.7977, 5.2109], [-1.4420, 0.0374, 5.6244], [1.5355, 1.0813, 2.8638], [-2.5876, -1.9056, 2.9742], [-2.7910, -1.0128, 4.4952], [-3.3703, -0.2715, 2.9951]]}



[5]
{"formula": "C19H27N2Y", "method": "ωB97M-V/def2-TZVPD", "total_charge": 2, "lumo_ha": -0.2729, "spin_multiplicity": 1, "orbital_gap_ev": 7.9, "homo_energy_ha": -0.5622, "species": ["C", "H", "H", "H", "C", "H", "H", "C", "H", "H", "H", "C", "C", "C", "C", "C", "C", "C", "C", "C", "C", "Y", "H", "H", "H", "H", "H", "H", "H", "H", "H", "H", "H", "H", "H", "H", "H", "N", "C", "C", "C", "C", "C", "N", "C", "H", "H", "H", "H"], "xyz": [[1.4401, 2.3630, -0.2884], [1.7487, 2.7631, 0.6849], [2.1391, 2.7520, -1.0467], [1.6865, 1.2860, -0.2382], [0.0153, 2.7643, -0.6641], [-0.4787, 1.9998, -1.3185], [-0.6036, 2.8537, 0.2432], [0.0324, 4.0872, -1.4564], [-0.9765, 4.4422, -1.6627], [0.5598, 4.8764, -0.9076], [0.5426, 3.9321, -2.4138], [-0.8366, -2.0381, -0.9890], [-1.2418, -1.0325, -1.9192], [-0.0552, -0.3684, -2.3960], [1.0764, -0.9415, -1.7188], [0.5934, -1.9810, -0.8566], [1.4393, -2.9524, -0.1061], [2.4951, -0.7290, -2.1124], [0.0156, 0.6576, -3.4734], [-2.6441, -0.6908, -2.2838], [-1.7392, -2.9926, -0.2817], [-0.3320, 0.1384, -0.0022], [3.1910, -1.0458, -1.3237], [2.7301, -1.3177, -3.0109], [2.7061, 0.3226, -2.3531], [2.4388, -2.5414, 0.0752], [0.9941, -3.2186, 0.8613], [1.5792, -3.8900, -0.6677], [-2.7226, -2.5442, -0.0863], [-1.9243, -3.9118, -0.8626], [-1.3047, -3.3141, 0.6753], [-2.7078, 0.3086, -2.7353], [-3.0800, -1.3904, -3.0156], [-3.2984, -0.7181, -1.3991], [0.8119, 1.3944, -3.2863], [0.2427, 0.1918, -4.4462], [-0.9306, 1.2036, -3.5930], [2.6924, -0.0235, 6.1091], [1.7275, -0.0415, 5.4422], [0.5347, -0.0638, 4.6216], [-0.7420, 0.0037, 5.1887], [-1.8493, -0.0127, 4.3510], [-1.6670, -0.0881, 2.9722], [-0.4235, -0.1358, 2.4269], [0.6739, -0.1461, 3.2333], [-0.8358, 0.0697, 6.2714], [-2.8553, 0.0421, 4.7497], [-2.5078, -0.1052, 2.2714], [1.6501, -0.2172, 2.7381]]}



| no. | DFT total energy (Ha) |
| --- | --- |
| 1 | -2614.6917 |
| 2 | -2427.2500 |
| 3 | -924.7248 |
| 4 | -968.5253 |
| 5 | -887.4933 |